No. 1
Computed, not measured: 5 unconnected molecules or ions with the total composition C19H36N3O5, with ωB97M-V/def2-TZVPD.

calculated total energy = -34986.9314 eV
E_LUMO = -0.186 hartree
molecular weight = 386.513 g/mol
frontier orbital gap = 5.356 eV
total charge = +1
E_HOMO = -10.42 eV
largest force on an atom = 1.1 eV/A

Each line ends with the natural charge from an NBO analysis.
Positions of all 63 atoms, in Å:
N (1.41, 6.27, -1.56)  -0.82
C (0.01, 5.86, -1.49)  -0.25
C (-0.04, 4.36, -1.31)  0.08
O (0.21, 3.67, -2.54)  -0.70
C (-1.30, 3.82, -0.60)  -0.49
C (-2.60, 4.41, -1.03)  0.31
C (-3.59, 4.77, -0.12)  -0.18
C (-4.73, 5.28, -0.64)  -0.12
C (-4.83, 5.44, -2.03)  0.03
N (-3.91, 5.10, -2.89)  -0.12
N (-2.82, 4.57, -2.32)  -0.26
H (1.87, 5.84, -2.35)  0.37
H (1.51, 7.27, -1.59)  0.38
H (-0.41, 6.37, -0.62)  0.21
H (-0.54, 6.17, -2.39)  0.15
H (0.79, 4.11, -0.66)  0.23
H (0.04, 4.28, -3.26)  0.46
H (-1.35, 2.76, -0.83)  0.28
H (-1.20, 3.90, 0.47)  0.26
H (-3.46, 4.63, 0.94)  0.26
H (-5.57, 5.58, -0.03)  0.26
H (-5.72, 5.87, -2.45)  0.24
H (-2.11, 4.26, -2.97)  0.44
C (-1.35, -2.09, -2.02)  -0.73
C (-0.62, -0.86, -1.56)  0.60
O (0.04, -0.87, -0.54)  -0.55
C (-0.74, 0.39, -2.40)  -0.72
H (-1.18, -2.90, -1.33)  0.26
H (-2.43, -1.89, -2.06)  0.23
H (-1.01, -2.38, -3.01)  0.23
H (-1.79, 0.70, -2.45)  0.21
H (-0.36, 0.21, -3.40)  0.24
H (-0.15, 1.19, -1.94)  0.23
C (4.57, -0.57, -1.36)  -0.72
C (4.18, -1.95, -0.89)  0.59
O (4.76, -2.94, -1.28)  -0.55
C (3.04, -2.04, 0.09)  -0.73
H (5.41, -0.65, -2.06)  0.23
H (3.73, -0.10, -1.87)  0.22
H (4.88, 0.04, -0.51)  0.22
H (2.13, -1.62, -0.36)  0.24
H (3.28, -1.48, 1.00)  0.23
H (2.86, -3.07, 0.35)  0.24
C (3.32, -2.88, 4.80)  -0.72
C (2.68, -3.75, 3.74)  0.60
O (2.27, -3.29, 2.71)  -0.55
C (2.58, -5.23, 4.04)  -0.72
H (3.33, -1.85, 4.46)  0.23
H (2.75, -2.95, 5.73)  0.23
H (4.34, -3.21, 4.98)  0.24
H (1.98, -5.39, 4.94)  0.23
H (3.57, -5.65, 4.19)  0.24
H (2.10, -5.74, 3.21)  0.23
C (-1.53, -4.04, 2.14)  -0.73
C (-2.24, -4.96, 1.18)  0.60
O (-2.71, -4.55, 0.14)  -0.56
C (-2.31, -6.42, 1.55)  -0.72
H (-1.55, -3.03, 1.75)  0.23
H (-2.04, -4.06, 3.11)  0.23
H (-0.49, -4.35, 2.27)  0.24
H (-2.85, -6.54, 2.49)  0.23
H (-1.31, -6.83, 1.66)  0.23
H (-2.84, -6.97, 0.77)  0.24

---

No. 2
Computed, not measured: a molecular structure, C19H36N5O2OsPS6, with ωB97M-V/def2-TZVPD.

calculated total energy = -108587.1448 eV
⟨S²⟩ = 6.026
E_LUMO (spin up / spin down) = -0.214 / -0.311 hartree
molecular weight = 780.136 g/mol
frontier orbital gap (spin up / spin down) = 7.582 / 5.268 eV
total charge = +2
spin multiplicity = 5
E_HOMO (spin up / spin down) = -13.41 / -13.73 eV
largest force on an atom = 2.1 eV/A

Each line ends with the natural charge from an NBO analysis.
Positions of all 70 atoms, in Å:
Os (-1.45, -0.50, -0.55)  0.76
C (-1.67, 2.65, 3.92)  -0.73
S (-1.88, 0.85, 3.85)  0.38
C (-2.00, 0.60, 2.16)  -0.08
S (-2.23, -1.05, 1.60)  -0.05
N (-1.98, 1.59, 1.34)  -0.39
N (-2.23, 1.37, 0.02)  -0.32
C (-3.12, 2.18, -0.45)  0.18
C (-3.61, 2.29, -1.81)  0.09
C (-4.95, 2.64, -2.02)  -0.18
C (-5.40, 2.82, -3.31)  -0.14
C (-4.50, 2.67, -4.36)  -0.20
C (-3.19, 2.32, -4.06)  0.06
N (-2.76, 2.13, -2.83)  -0.46
H (-1.46, 2.89, 4.96)  0.25
H (-2.58, 3.13, 3.60)  0.24
H (-0.84, 2.94, 3.28)  0.24
H (-3.57, 2.87, 0.25)  0.23
H (-5.60, 2.76, -1.17)  0.24
H (-6.42, 3.11, -3.49)  0.25
H (-4.81, 2.84, -5.38)  0.25
H (-2.44, 2.21, -4.84)  0.21
C (0.85, 3.18, -2.59)  -0.43
N (-0.04, 2.06, -2.76)  -0.60
C (0.20, 0.82, -3.14)  0.41
S (-1.13, -0.30, -2.91)  -0.19
N (1.27, 0.31, -3.71)  -0.55
C (2.50, 0.95, -4.15)  -0.43
H (0.24, 4.05, -2.35)  0.23
H (1.42, 3.41, -3.49)  0.22
H (1.53, 3.00, -1.76)  0.21
H (-1.05, 2.21, -2.56)  0.46
H (1.17, -0.66, -4.00)  0.42
H (2.36, 1.44, -5.11)  0.22
H (3.26, 0.19, -4.27)  0.24
H (2.84, 1.67, -3.41)  0.22
C (-2.68, -3.48, -1.92)  -0.73
S (-1.32, -2.91, -0.86)  0.41
C (0.07, -3.26, -1.97)  -0.74
H (-2.79, -2.80, -2.76)  0.24
H (-3.58, -3.50, -1.31)  0.26
H (-2.44, -4.48, -2.26)  0.26
H (0.22, -4.34, -2.00)  0.25
H (0.96, -2.79, -1.55)  0.25
H (-0.13, -2.87, -2.96)  0.25
C (4.37, -0.25, 1.23)  -0.65
C (4.35, -1.77, 1.21)  0.12
C (4.87, -2.39, 2.49)  -0.64
O (3.01, -2.27, 0.94)  -0.84
P (1.63, -1.89, 1.55)  1.76
S (0.53, -3.58, 1.45)  -0.02
S (0.96, -0.29, 0.40)  -0.57
O (1.93, -1.41, 3.02)  -0.85
C (1.09, -1.09, 4.16)  0.11
C (0.12, -2.21, 4.48)  -0.65
C (2.04, -0.81, 5.31)  -0.62
H (5.39, 0.10, 1.36)  0.24
H (3.77, 0.12, 2.05)  0.22
H (3.98, 0.15, 0.30)  0.22
H (4.92, -2.14, 0.35)  0.21
H (4.36, -1.97, 3.35)  0.22
H (5.94, -2.19, 2.57)  0.24
H (4.71, -3.46, 2.48)  0.23
H (0.53, -0.17, 3.91)  0.20
H (0.66, -3.15, 4.61)  0.22
H (-0.63, -2.33, 3.71)  0.22
H (-0.39, -1.98, 5.42)  0.24
H (2.58, -1.72, 5.57)  0.22
H (1.47, -0.48, 6.17)  0.23
H (2.76, -0.04, 5.05)  0.22

---

No. 3
Computed, not measured: a molecular structure, C19H36NO3Sr, with ωB97M-V/def2-TZVPD.

calculated total energy = -28732.7290 eV
⟨S²⟩ = 0.754
E_LUMO (spin up / spin down) = -0.331 / -0.331 hartree
molecular weight = 414.121 g/mol
frontier orbital gap (spin up / spin down) = 4.513 / 5.045 eV
total charge = +2
spin multiplicity = 2
E_HOMO (spin up / spin down) = -13.52 / -14.06 eV
largest force on an atom = 3.9 eV/A

Each line ends with the natural charge from an NBO analysis.
Positions of all 60 atoms, in Å:
C (8.85, -1.71, 0.27)  -0.73
C (7.79, -0.52, 0.48)  0.81
O (7.84, 0.16, 1.52)  -0.56
O (6.87, -0.31, -0.59)  -0.54
C (5.51, -0.24, -0.11)  -0.07
C (4.84, 1.09, -0.69)  -0.44
C (3.28, 1.13, -0.34)  -0.39
C (2.32, 1.07, -1.64)  -0.41
C (0.81, 1.22, -1.06)  -0.32
C (-0.26, 1.66, -2.19)  -0.41
C (-1.06, 0.46, -2.85)  -0.42
C (-1.81, -0.45, -1.78)  -0.41
C (-2.84, 0.39, -0.86)  -0.24
C (-2.17, 0.71, 0.56)  -0.38
C (-3.05, 0.34, 1.84)  0.09
C (-4.19, 1.45, 2.19)  -0.64
C (-2.03, 0.42, 3.11)  -0.61
N (-3.60, -1.04, 1.86)  -0.02
O (-2.80, -1.91, 2.43)  -0.33
C (-4.11, -1.50, 0.53)  0.10
C (-5.62, -2.05, 0.78)  -0.62
C (-3.29, -2.80, 0.02)  -0.63
C (-4.23, -0.37, -0.59)  -0.43
H (9.61, -1.38, -0.51)  0.25
H (8.30, -2.63, -0.13)  0.24
H (9.39, -1.95, 1.25)  0.26
H (4.90, -1.12, -0.54)  0.18
H (5.43, -0.29, 1.02)  0.21
H (5.07, 1.23, -1.79)  0.24
H (5.32, 1.98, -0.15)  0.23
H (3.01, 0.28, 0.37)  0.22
H (3.06, 2.15, 0.17)  0.14
H (2.43, 0.03, -2.11)  0.26
H (2.56, 1.91, -2.38)  0.22
H (0.84, 2.05, -0.24)  -0.07
H (0.58, 0.24, -0.54)  0.26
H (-0.95, 2.49, -1.73)  0.11
H (0.35, 2.21, -3.00)  0.25
H (-1.84, 0.86, -3.60)  0.25
H (-0.30, -0.19, -3.41)  0.25
H (-1.03, -0.93, -1.08)  0.19
H (-2.35, -1.34, -2.26)  0.26
H (-3.07, 1.37, -1.40)  0.21
H (-2.02, 1.87, 0.60)  0.07
H (-1.13, 0.26, 0.71)  0.21
H (-3.68, 2.25, 2.85)  0.21
H (-5.01, 1.01, 2.84)  0.27
H (-4.56, 1.99, 1.27)  0.21
H (-1.73, 1.51, 3.33)  0.16
H (-2.50, 0.03, 4.07)  0.28
H (-1.04, -0.11, 2.86)  0.22
H (-6.34, -1.23, 1.07)  0.22
H (-5.55, -2.90, 1.52)  0.24
H (-5.99, -2.47, -0.22)  0.22
H (-2.16, -2.65, 0.06)  0.21
H (-3.54, -3.05, -1.07)  0.22
H (-3.54, -3.69, 0.70)  0.26
H (-4.50, -0.91, -1.57)  0.25
H (-5.10, 0.35, -0.41)  0.24
Sr (0.05, 3.52, 0.59)  1.94

---

No. 4
Computed, not measured: 7 unconnected molecules or ions with the total composition C19H36O11S, with ωB97M-V/def2-TZVPD.

calculated total energy = -53644.5379 eV
E_LUMO = 0.123 hartree
molecular weight = 472.553 g/mol
frontier orbital gap = 3.529 eV
total charge = -2
E_HOMO = -0.18 eV
largest force on an atom = 0.7 eV/A

Each line ends with the natural charge from an NBO analysis.
Positions of all 67 atoms, in Å:
O (4.68, -1.17, 5.11)  -0.78
C (4.07, -0.12, 4.82)  0.54
O (4.48, 0.91, 4.28)  -0.77
S (2.23, -0.08, 5.29)  2.23
O (1.66, 1.13, 4.66)  -1.08
O (2.18, 0.00, 6.76)  -1.07
O (1.59, -1.29, 4.77)  -1.07
C (-0.02, 0.87, 1.61)  -0.73
C (1.24, 0.74, 0.80)  0.61
O (1.88, -0.28, 0.76)  -0.55
C (1.68, 1.97, 0.03)  -0.71
H (-0.20, -0.07, 2.14)  0.26
H (0.10, 1.66, 2.35)  0.27
H (-0.87, 1.08, 0.95)  0.19
H (1.86, 2.79, 0.73)  0.24
H (0.89, 2.27, -0.67)  0.20
H (2.59, 1.76, -0.51)  0.23
C (1.93, 5.46, -2.91)  -0.72
C (3.02, 4.44, -2.69)  0.59
O (3.38, 4.15, -1.57)  -0.52
C (3.64, 3.81, -3.91)  -0.72
H (1.57, 5.82, -1.95)  0.25
H (2.32, 6.31, -3.48)  0.22
H (1.10, 5.02, -3.47)  0.22
H (4.09, 4.58, -4.54)  0.22
H (2.88, 3.29, -4.49)  0.22
H (4.41, 3.10, -3.60)  0.24
C (2.00, -3.19, -2.78)  -0.72
C (0.97, -3.72, -1.81)  0.62
O (0.06, -4.42, -2.21)  -0.60
C (1.17, -3.33, -0.38)  -0.73
H (1.77, -3.53, -3.79)  0.21
H (2.01, -2.10, -2.75)  0.24
H (2.99, -3.55, -2.49)  0.23
H (1.16, -2.25, -0.28)  0.28
H (2.15, -3.69, -0.04)  0.24
H (0.40, -3.76, 0.26)  0.23
C (-2.47, -6.27, -2.08)  -0.72
C (-3.97, -6.29, -1.94)  0.60
O (-4.59, -5.60, -1.16)  -0.55
C (-4.70, -7.24, -2.87)  -0.72
H (-2.01, -5.58, -1.37)  0.27
H (-2.09, -7.28, -1.90)  0.22
H (-2.20, -5.96, -3.09)  0.24
H (-4.37, -8.26, -2.69)  0.22
H (-4.49, -6.98, -3.91)  0.22
H (-5.77, -7.17, -2.70)  0.22
C (-5.85, -3.96, 1.44)  -0.72
C (-6.62, -3.77, 2.72)  0.60
O (-6.85, -2.68, 3.18)  -0.54
C (-7.11, -5.03, 3.40)  -0.72
H (-5.53, -3.00, 1.04)  0.24
H (-4.96, -4.57, 1.62)  0.24
H (-6.47, -4.47, 0.70)  0.23
H (-6.26, -5.67, 3.66)  0.23
H (-7.77, -5.58, 2.73)  0.22
H (-7.65, -4.76, 4.30)  0.23
C (2.59, 7.43, 0.98)  -0.72
C (2.54, 8.44, -0.14)  0.60
O (1.92, 8.23, -1.16)  -0.56
C (3.29, 9.73, 0.07)  -0.72
H (2.02, 6.55, 0.71)  0.25
H (3.63, 7.13, 1.17)  0.24
H (2.18, 7.86, 1.90)  0.23
H (4.35, 9.52, 0.23)  0.23
H (2.91, 10.25, 0.95)  0.23
H (3.18, 10.37, -0.80)  0.22

---

No. 5
Computed, not measured: a molecular structure, C19H37Cl12InN, with ωB97M-V/def2-TZVPD.

calculated total energy = -177234.7249 eV
E_LUMO = 0.058 hartree
molecular weight = 819.766 g/mol
frontier orbital gap = 6.154 eV
total charge = -1
E_HOMO = -4.59 eV
largest force on an atom = 0.8 eV/A

Each line ends with the Mulliken charge.
Positions of all 70 atoms, in Å:
C (5.21, 2.68, 2.65)  -0.10
C (5.59, 1.88, 1.84)  -0.64
C (5.98, 0.84, 0.89)  0.14
C (6.20, 1.41, -0.53)  -0.54
C (5.17, 0.98, -1.60)  -1.06
In (4.57, -1.17, -1.68)  0.71
C (6.21, -2.49, -2.53)  -0.95
C (5.69, -3.82, -2.87)  -0.05
N (4.64, -4.04, -3.57)  -0.64
H (4.91, 3.48, 3.28)  0.45
H (5.21, 0.07, 0.91)  -0.11
H (6.92, 0.43, 1.25)  0.20
H (6.17, 2.50, -0.44)  0.34
H (7.21, 1.18, -0.87)  0.31
H (5.64, 1.20, -2.56)  0.33
H (4.27, 1.59, -1.56)  0.31
H (3.07, -1.34, -2.62)  -0.39
H (4.26, -1.80, -0.02)  -0.39
H (6.99, -2.59, -1.78)  0.32
H (6.60, -2.02, -3.43)  0.23
H (6.25, -4.70, -2.51)  0.37
H (4.51, -5.04, -3.68)  0.23
Cl (2.43, 0.19, 1.85)  -0.12
C (0.79, -0.46, 1.62)  -0.40
C (0.50, -0.71, 0.16)  -0.37
Cl (0.37, 0.81, -0.77)  -0.21
H (0.08, 0.24, 2.05)  0.18
H (0.73, -1.40, 2.17)  0.32
H (-0.45, -1.23, 0.04)  0.30
H (1.29, -1.31, -0.30)  0.26
Cl (-2.65, 0.98, 1.42)  -0.23
C (-2.83, 2.38, 0.33)  0.12
C (-4.20, 2.44, -0.29)  0.08
Cl (-4.48, 1.11, -1.46)  -0.21
H (-2.04, 2.32, -0.41)  0.25
H (-2.68, 3.27, 0.94)  -0.16
H (-4.31, 3.37, -0.84)  0.35
H (-4.98, 2.38, 0.46)  -0.22
Cl (-6.71, 3.86, 2.59)  -0.15
C (-8.02, 2.66, 2.81)  -0.52
C (-7.48, 1.29, 3.13)  -0.50
Cl (-6.62, 0.59, 1.73)  -0.18
H (-8.62, 2.65, 1.91)  0.27
H (-8.64, 3.01, 3.64)  0.38
H (-8.30, 0.62, 3.37)  0.30
H (-6.78, 1.32, 3.96)  0.40
Cl (-10.06, 0.03, 0.88)  -0.18
C (-9.23, -1.48, 0.44)  -0.41
C (-10.11, -2.69, 0.65)  -0.40
Cl (-10.43, -2.99, 2.38)  -0.20
H (-8.32, -1.54, 1.03)  0.24
H (-8.95, -1.40, -0.61)  0.34
H (-9.61, -3.57, 0.26)  0.30
H (-11.06, -2.58, 0.15)  0.32
Cl (-0.57, 4.58, 3.82)  -0.15
C (-1.87, 5.61, 4.44)  -0.45
C (-3.19, 5.34, 3.75)  -0.47
Cl (-3.16, 5.84, 2.04)  -0.19
H (-1.57, 6.65, 4.31)  0.32
H (-1.97, 5.41, 5.50)  0.30
H (-3.98, 5.90, 4.23)  0.35
H (-3.43, 4.28, 3.78)  0.31
Cl (8.57, -7.01, -4.32)  -0.20
C (8.17, -5.69, -5.45)  -0.41
C (6.77, -5.80, -5.99)  -0.20
Cl (6.57, -7.21, -7.07)  -0.21
H (8.90, -5.71, -6.25)  0.37
H (8.27, -4.76, -4.90)  0.25
H (6.53, -4.91, -6.57)  0.32
H (6.04, -5.89, -5.18)  0.05

---

No. 6
Computed, not measured: a molecular structure, C19H37CuNO6P2, with ωB97M-V/def2-TZVPD.

calculated total energy = -97297.8613 eV
E_LUMO = -0.072 hartree
molecular weight = 501.000 g/mol
frontier orbital gap = 9.315 eV
total charge = +1
E_HOMO = -11.28 eV
largest force on an atom = 0.3 eV/A

Each line ends with the natural charge from an NBO analysis.
Positions of all 66 atoms, in Å:
Cu (-0.18, 1.66, 1.10)  0.87
C (1.55, 1.32, -3.79)  -0.63
C (0.68, 0.19, -3.27)  0.11
C (0.18, -0.74, -4.35)  -0.63
O (1.47, -0.62, -2.35)  -0.84
P (1.37, -0.40, -0.79)  2.47
O (1.17, 1.03, -0.43)  -1.19
C (0.01, -1.42, -0.21)  -1.27
P (-0.26, -1.42, 1.57)  2.48
O (-0.19, -0.06, 2.16)  -1.17
O (0.80, -2.36, 2.21)  -0.82
C (0.78, -3.82, 2.04)  0.11
C (2.18, -4.23, 1.62)  -0.63
C (0.34, -4.43, 3.35)  -0.63
O (-1.66, -2.12, 1.74)  -0.85
C (-2.80, -1.47, 2.40)  0.11
C (-3.51, -0.59, 1.39)  -0.64
C (-3.67, -2.59, 2.93)  -0.62
O (2.61, -1.14, -0.20)  -0.84
C (4.03, -0.88, -0.47)  0.12
C (4.47, -1.79, -1.60)  -0.63
C (4.31, 0.58, -0.74)  -0.65
H (0.99, 1.93, -4.50)  0.22
H (2.42, 0.91, -4.31)  0.22
H (1.89, 1.95, -2.97)  0.23
H (-0.17, 0.61, -2.71)  0.18
H (1.02, -1.18, -4.88)  0.22
H (-0.42, -0.19, -5.07)  0.23
H (-0.43, -1.54, -3.93)  0.22
H (0.14, -2.45, -0.56)  0.29
H (-0.90, -1.03, -0.69)  0.28
H (0.06, -4.06, 1.25)  0.18
H (2.89, -3.97, 2.40)  0.22
H (2.47, -3.72, 0.70)  0.22
H (2.22, -5.30, 1.45)  0.23
H (1.02, -4.15, 4.15)  0.22
H (0.33, -5.52, 3.27)  0.23
H (-0.67, -4.10, 3.60)  0.22
H (-2.40, -0.87, 3.21)  0.20
H (-3.87, -1.18, 0.55)  0.22
H (-2.84, 0.19, 1.02)  0.21
H (-4.37, -0.11, 1.86)  0.23
H (-4.01, -3.23, 2.12)  0.22
H (-4.55, -2.16, 3.42)  0.23
H (-3.13, -3.19, 3.66)  0.22
H (4.51, -1.18, 0.46)  0.20
H (3.98, -1.51, -2.53)  0.22
H (4.23, -2.83, -1.37)  0.22
H (5.55, -1.71, -1.73)  0.23
H (3.85, 0.90, -1.68)  0.21
H (5.38, 0.72, -0.82)  0.23
H (3.94, 1.21, 0.07)  0.23
C (-3.39, 6.76, -0.55)  -0.64
C (-2.61, 5.55, -0.14)  0.07
C (-1.62, 5.00, -0.94)  -0.25
C (-0.92, 3.89, -0.51)  0.05
N (-1.15, 3.30, 0.67)  -0.58
C (-2.11, 3.83, 1.45)  0.05
C (-2.84, 4.93, 1.09)  -0.24
H (-3.10, 7.10, -1.55)  0.23
H (-3.21, 7.58, 0.15)  0.24
H (-4.46, 6.55, -0.55)  0.24
H (-1.39, 5.44, -1.91)  0.23
H (-0.14, 3.45, -1.12)  0.22
H (-2.27, 3.34, 2.40)  0.21
H (-3.60, 5.31, 1.76)  0.23